w | This record from the OMol25 dataset describes a molecular structure, C47H33MoN5O2P2S6Se2. The level of theory is the ωB97M-V functional and the def2-TZVPD basis.

The orbital gap (alpha / beta) is 6.43 / 5.56 eV.

```
! wB97M-V def2-TZVPD RIJCOSX def2/J DEFGRID3
* xyz 0 3
Mo 0.019 0.199 -0.124
S -1.003 4.653 -1.175
C -0.701 3.106 -0.833
S 0.019 2.540 0.626
S -0.964 1.714 -1.826
Se 2.724 -2.178 6.093
P 3.665 -0.924 4.688
C 5.125 -1.673 3.910
C 6.356 -1.057 3.714
C 7.414 -1.762 3.147
C 7.248 -3.085 2.769
C 6.012 -3.701 2.938
C 4.959 -3.002 3.505
C 4.013 0.713 5.375
C 2.923 1.580 5.479
C 3.067 2.815 6.087
C 4.297 3.196 6.613
C 5.373 2.329 6.540
C 5.232 1.087 5.930
C 2.682 -0.499 3.232
C 1.527 -0.954 2.661
N 1.330 -0.183 1.558
N 2.348 0.705 1.472
N 3.159 0.527 2.467
P 0.323 -2.196 3.112
Se -1.069 -2.341 1.481
C 1.232 -3.750 3.199
C 1.963 -4.027 2.042
C 2.659 -5.218 1.919
C 2.622 -6.151 2.950
C 1.891 -5.883 4.098
C 1.196 -4.688 4.226
C -0.491 -1.585 4.604
C -0.886 -2.351 5.695
C -1.547 -1.759 6.763
C -1.819 -0.400 6.751
C -1.445 0.368 5.655
C -0.789 -0.222 4.586
H 6.494 -0.012 3.942
H 8.367 -1.269 2.998
H 8.079 -3.634 2.341
H 5.870 -4.732 2.638
H 4.009 -3.500 3.663
H 1.957 1.287 5.084
H 2.216 3.482 6.155
H 4.410 4.164 7.086
H 6.328 2.610 6.967
H 6.072 0.411 5.932
H 1.987 -3.309 1.232
H 3.225 -5.417 1.017
H 3.162 -7.086 2.857
H 1.868 -6.603 4.908
H 0.671 -4.493 5.142
H -0.696 -3.409 5.732
H -1.843 -2.366 7.610
H -2.323 0.061 7.592
H -1.665 1.428 5.630
H -0.506 0.390 3.738
O -2.620 0.604 1.274
N -1.616 0.356 0.805
N -2.722 -4.867 -4.913
C -2.374 -4.071 -4.160
C -1.930 -3.061 -3.211
C -0.724 -3.233 -2.534
C -0.272 -2.246 -1.679
C -1.018 -1.078 -1.487
C -2.235 -0.930 -2.142
C -2.689 -1.919 -3.006
H -0.139 -4.129 -2.689
H 0.672 -2.402 -1.179
H -2.838 -0.046 -1.993
H -3.632 -1.798 -3.526
O 1.531 0.025 -1.182
C 2.577 0.012 -2.172
C 2.128 -0.862 -3.328
C 1.082 -0.618 -4.168
C 0.884 -1.653 -5.122
C 1.796 -2.660 -4.983
S 2.879 -2.352 -3.705
C 2.819 1.425 -2.643
C 3.162 1.819 -3.903
C 3.418 3.221 -3.989
C 3.251 3.843 -2.789
S 2.805 2.751 -1.560
C 3.801 -0.528 -1.448
C 5.097 -0.157 -1.630
C 6.005 -0.871 -0.786
C 5.371 -1.760 0.026
S 3.684 -1.741 -0.236
H 0.479 0.281 -4.106
H 0.104 -1.649 -5.874
H 1.889 -3.562 -5.573
H 3.228 1.135 -4.738
H 3.690 3.736 -4.903
H 3.346 4.896 -2.564
H 5.392 0.614 -2.332
H 7.076 -0.709 -0.775
H 5.800 -2.407 0.782
*
```

---

x | This record from the OMol25 dataset describes a molecular structure, C47H33MoN5O2P2S6Se2. The level of theory is the ωB97M-V functional and the def2-TZVPD basis.

The orbital gap (alpha / beta) is 6.93 / 5.66 eV.

```
! wB97M-V def2-TZVPD RIJCOSX def2/J DEFGRID3
* xyz 0 3
Mo -1.643 0.313 -1.458
S -3.023 5.181 -1.176
C -2.720 3.557 -1.492
S -2.095 2.478 -0.323
S -3.094 3.324 -3.103
Se 1.025 -1.103 4.937
P 2.079 -0.203 3.362
C 3.378 -1.235 2.625
C 4.519 -0.698 2.042
C 5.422 -1.532 1.396
C 5.178 -2.896 1.314
C 4.026 -3.430 1.880
C 3.131 -2.604 2.540
C 2.836 1.369 3.808
C 2.185 2.570 3.546
C 2.729 3.763 3.992
C 3.923 3.762 4.699
C 4.571 2.565 4.970
C 4.026 1.369 4.530
C 1.096 0.155 1.899
C -0.146 -0.256 1.437
N -0.256 0.273 0.197
N 0.834 0.975 -0.078
N 1.662 0.903 0.922
P -1.476 -1.303 1.986
Se -3.005 -1.038 0.441
C -0.818 -2.984 2.032
C -0.323 -3.445 0.812
C 0.261 -4.695 0.722
C 0.350 -5.499 1.853
C -0.135 -5.040 3.069
C -0.712 -3.781 3.164
C -2.137 -0.704 3.539
C -2.814 -1.511 4.445
C -3.339 -0.953 5.600
C -3.204 0.406 5.844
C -2.564 1.218 4.917
C -2.037 0.669 3.762
H 4.697 0.370 2.066
H 6.314 -1.109 0.953
H 5.886 -3.543 0.811
H 3.829 -4.493 1.817
H 2.242 -3.021 3.002
H 1.261 2.579 2.982
H 2.224 4.696 3.779
H 4.350 4.697 5.041
H 5.498 2.558 5.527
H 4.522 0.433 4.763
H -0.383 -2.822 -0.071
H 0.644 -5.041 -0.229
H 0.802 -6.480 1.786
H -0.051 -5.654 3.956
H -1.025 -3.419 4.132
H -2.959 -2.568 4.259
H -3.858 -1.585 6.308
H -3.609 0.836 6.750
H -2.473 2.282 5.093
H -1.547 1.310 3.040
O -1.271 -2.518 -2.353
N -1.396 -1.413 -2.048
N -8.670 0.114 -4.161
C -7.614 0.134 -3.706
C -6.293 0.160 -3.143
C -5.255 -0.505 -3.788
C -3.985 -0.498 -3.229
C -3.714 0.212 -2.055
C -4.778 0.855 -1.415
C -6.054 0.831 -1.947
H -5.446 -1.040 -4.709
H -3.207 -1.042 -3.750
H -4.605 1.397 -0.496
H -6.865 1.341 -1.444
O -0.639 1.084 -2.774
C 0.447 1.062 -3.745
C -0.043 0.237 -4.910
C -1.298 0.286 -5.444
C -1.435 -0.541 -6.588
C -0.274 -1.181 -6.904
S 0.981 -0.801 -5.813
C 0.645 2.508 -4.135
C 0.895 3.006 -5.379
C 1.053 4.417 -5.377
C 0.914 4.947 -4.130
S 0.598 3.753 -2.953
C 1.678 0.502 -3.059
C 2.819 1.175 -2.742
C 3.730 0.399 -1.978
C 3.264 -0.852 -1.729
S 1.735 -1.108 -2.441
H -2.081 0.913 -5.038
H -2.350 -0.650 -7.152
H -0.100 -1.864 -7.720
H 0.951 2.383 -6.262
H 1.244 5.008 -6.261
H 0.956 5.986 -3.844
H 2.989 2.205 -3.019
H 4.679 0.766 -1.613
H 3.740 -1.635 -1.158
*
```

---

The relative energies come out as w 57.7; x 0.0, with values in kJ/mol.